# 1
{
  "formula": "C8H10N2OS",
  "method": "ωB97M-V with the def2-TZVPD basis set",
  "total_energy_ha": -893.6929,
  "multiplicity": 1,
  "smiles": "O=c1cc(C2=CCNCC2)s[nH]1",
  "e_homo_ha": -0.3177,
  "relative_energy_ev": 2.240,
  "lumo_energy_ev": 0.1478,
  "orbital_gap_ev": 8.79,
  "symbols": ["O", "S", "C", "C", "C", "C", "C", "N", "N", "C", "C", "C", "H", "H", "H", "H", "H", "H", "H", "H", "H", "H"],
  "xyz": [[-0.58, -3.66, -1.55], [-2.05, -1.04, 0.47], [-0.77, -2.77, -0.77], [0.23, -1.88, -0.34], [-0.28, -0.81, 0.30], [0.20, 1.35, 1.63], [0.58, 0.48, 0.55], [-1.94, -2.61, -0.18], [2.40, 2.25, 1.88], [0.94, 2.59, 2.11], [1.96, 0.82, -0.10], [2.70, 2.02, 0.44], [1.26, -1.82, -0.74], [-0.73, 1.16, 2.04], [-2.63, -2.93, -0.87], [2.67, 1.40, 2.37], [0.61, 3.41, 1.44], [0.76, 2.91, 3.12], [1.82, 0.91, -1.19], [2.58, -0.06, 0.17], [3.73, 1.95, 0.24], [2.25, 2.87, -0.18]],
  "lowdin_charge": [0.082, 0.982, -0.707, -0.054, -0.398, -0.018, -0.140, -0.223, -0.074, -0.171, -0.171, -0.231, 0.136, 0.052, 0.133, 0.107, 0.123, 0.102, 0.122, 0.116, 0.097, 0.135]
}

=====

# 2
{
  "formula": "C10H18FO3P",
  "method": "ωB97M-V with the def2-TZVPD basis set",
  "total_energy_ha": -1058.5317,
  "s2": 2.0116,
  "multiplicity": 3,
  "e_homo_ha": [-0.1740, -0.3292],
  "relative_energy_ev": 0.052,
  "lumo_energy_ev": [0.9016, -1.8155],
  "orbital_gap_ev": [5.64, 7.14],
  "symbols": ["C", "C", "C", "C", "C", "C", "C", "C", "C", "C", "O", "O", "O", "F", "P", "H", "H", "H", "H", "H", "H", "H", "H", "H", "H", "H", "H", "H", "H", "H", "H", "H", "H"],
  "xyz": [[-0.84, 0.92, 0.45], [-1.36, 0.05, -0.34], [-3.15, 1.66, 1.22], [2.70, 1.60, -2.56], [0.62, -2.67, 1.63], [-2.59, -1.96, -0.98], [-1.69, 2.02, 1.22], [2.99, 2.04, -1.13], [2.09, -2.31, 1.43], [-1.99, -0.63, -1.27], [0.50, 0.92, 0.74], [2.76, 1.00, -0.20], [2.21, -0.89, 1.06], [-2.17, -0.25, -2.55], [1.51, -0.10, -0.11], [-3.20, 0.61, 0.80], [-3.65, 1.68, 2.25], [-3.60, 2.38, 0.60], [1.75, 2.05, -2.84], [3.36, 1.97, -3.24], [2.62, 0.48, -2.45], [0.02, -2.57, 0.74], [0.46, -3.69, 2.01], [0.25, -1.95, 2.34], [-2.18, -2.36, 0.03], [-3.65, -2.06, -0.93], [-2.29, -2.63, -1.77], [-1.33, 2.09, 2.21], [-1.60, 2.93, 0.57], [2.32, 2.81, -0.96], [3.98, 2.25, -0.86], [2.51, -2.84, 0.63], [2.64, -2.56, 2.25]],
  "lowdin_charge": [-0.338, 0.011, -0.105, -0.065, -0.075, -0.039, -0.164, -0.286, -0.218, -0.352, -0.198, -0.309, -0.286, 0.072, 0.900, 0.086, 0.101, 0.049, 0.077, 0.032, 0.073, 0.040, 0.088, 0.075, 0.103, 0.062, 0.072, 0.092, 0.131, 0.084, 0.108, 0.096, 0.084]
}

=====

# 3
{
  "formula": "C50H52N5O2Si2Ta",
  "method": "ωB97M-V with the def2-TZVPD basis set",
  "total_energy_ha": -2996.6144,
  "multiplicity": 1,
  "e_homo_ha": [-0.2140, -0.2134],
  "lumo_energy_ev": [-1.7873, -1.7933],
  "orbital_gap_ev": [4.04, 4.01],
  "symbols": ["Ta", "O", "C", "C", "C", "C", "C", "C", "C", "N", "N", "C", "O", "C", "C", "C", "C", "C", "C", "H", "H", "H", "H", "H", "H", "H", "H", "H", "H", "C", "C", "C", "C", "C", "C", "N", "N", "C", "C", "C", "C", "C", "C", "H", "H", "H", "H", "H", "H", "H", "H", "H", "C", "Si", "C", "N", "C", "C", "C", "C", "C", "C", "C", "C", "C", "C", "C", "C", "C", "C", "C", "C", "C", "H", "H", "H", "H", "H", "H", "H", "H", "H", "H", "H", "H", "H", "H", "H", "H", "H", "H", "H", "H", "H", "H", "H", "H", "C", "Si", "C", "C", "C", "C", "H", "H", "H", "H", "H", "H", "H", "H", "H"],
  "xyz": [[13.14, 11.04, 14.88], [11.69, 11.11, 13.62], [10.37, 11.03, 13.88], [9.63, 10.08, 13.19], [8.25, 10.00, 13.39], [7.59, 10.97, 14.19], [8.30, 12.03, 14.77], [9.71, 12.04, 14.69], [10.48, 12.92, 15.51], [11.73, 12.71, 15.79], [12.36, 13.42, 16.80], [13.65, 13.35, 16.61], [14.19, 12.57, 15.71], [14.51, 14.18, 17.45], [15.91, 14.15, 17.25], [16.71, 15.03, 17.95], [16.15, 15.98, 18.81], [14.79, 15.97, 19.03], [13.98, 15.04, 18.43], [10.10, 9.42, 12.46], [7.66, 9.23, 12.93], [6.49, 10.83, 14.36], [7.75, 12.76, 15.36], [10.02, 13.84, 15.95], [16.37, 13.47, 16.52], [17.80, 14.95, 17.82], [16.82, 16.69, 19.29], [14.33, 16.63, 19.76], [12.90, 15.01, 18.65], [16.31, 10.40, 20.47], [14.95, 10.35, 20.19], [14.55, 10.30, 18.86], [15.49, 10.29, 17.81], [16.87, 10.47, 18.10], [17.26, 10.39, 19.44], [15.03, 10.12, 16.50], [16.02, 9.93, 15.66], [15.69, 9.45, 14.43], [16.62, 8.60, 13.80], [16.35, 8.13, 12.55], [15.06, 8.37, 12.01], [14.10, 9.08, 12.67], [14.39, 9.76, 13.87], [16.68, 10.32, 21.48], [14.24, 10.26, 21.03], [13.54, 10.27, 18.58], [17.56, 10.51, 17.27], [18.34, 10.27, 19.64], [17.56, 8.37, 14.32], [17.11, 7.59, 11.99], [14.86, 7.92, 11.04], [13.08, 9.13, 12.31], [14.58, 12.80, 12.81], [14.51, 13.48, 11.11], [16.01, 14.52, 10.40], [17.22, 14.46, 11.19], [18.16, 13.36, 10.92], [18.64, 12.67, 12.25], [19.29, 13.69, 13.20], [18.56, 15.04, 13.20], [17.20, 15.02, 12.52], [13.08, 14.73, 11.00], [12.34, 14.84, 9.84], [11.39, 15.82, 9.65], [11.18, 16.75, 10.67], [11.93, 16.70, 11.85], [12.85, 15.66, 12.03], [14.13, 12.14, 9.78], [12.83, 11.64, 9.84], [12.35, 10.77, 8.84], [13.22, 10.44, 7.80], [14.48, 11.04, 7.69], [14.94, 11.87, 8.71], [14.54, 13.48, 13.68], [15.27, 11.96, 12.97], [15.77, 15.61, 10.30], [16.18, 14.18, 9.38], [19.03, 13.77, 10.44], [17.63, 12.60, 10.26], [19.35, 11.85, 11.95], [17.78, 12.17, 12.72], [20.31, 13.75, 12.82], [19.32, 13.30, 14.22], [19.19, 15.82, 12.77], [18.35, 15.40, 14.22], [16.75, 16.09, 12.41], [16.47, 14.49, 13.22], [12.50, 14.08, 9.10], [10.83, 15.83, 8.70], [10.50, 17.58, 10.51], [11.73, 17.41, 12.67], [13.46, 15.53, 12.89], [12.11, 12.01, 10.58], [11.32, 10.39, 8.92], [12.93, 9.67, 7.07], [15.13, 10.82, 6.85], [15.94, 12.32, 8.72], [10.09, 9.46, 19.71], [10.19, 8.46, 18.10], [8.53, 8.40, 17.11], [10.74, 6.71, 18.67], [11.41, 9.27, 16.91], [12.20, 9.89, 16.16], [9.42, 8.90, 20.37], [9.65, 10.49, 19.55], [11.08, 9.55, 20.18], [7.67, 8.61, 17.78], [8.39, 7.41, 16.64], [8.51, 9.18, 16.31], [9.89, 6.30, 19.28], [11.67, 6.72, 19.29], [10.96, 5.98, 17.84]],
  "lowdin_charge": [1.807, -0.252, -0.299, -0.007, -0.064, -0.098, -0.033, -0.131, -0.046, -0.096, 0.101, -0.417, -0.228, -0.143, -0.019, -0.079, -0.077, -0.094, -0.027, 0.124, 0.103, 0.119, 0.118, 0.149, 0.120, 0.113, 0.105, 0.108, 0.119, -0.096, -0.077, -0.015, -0.254, -0.015, -0.072, 0.025, 0.086, -0.297, -0.030, -0.071, -0.065, -0.114, -0.277, 0.101, 0.110, 0.069, 0.097, 0.110, 0.120, 0.108, 0.105, 0.093, -0.212, 0.641, -0.218, -0.247, -0.158, -0.179, -0.199, -0.185, -0.228, -0.247, -0.118, -0.095, -0.108, -0.091, -0.091, -0.263, -0.123, -0.084, -0.110, -0.084, -0.108, -0.048, -0.054, 0.093, 0.054, 0.096, 0.118, 0.109, 0.090, 0.101, 0.099, 0.103, 0.099, 0.140, 0.096, 0.084, 0.110, 0.093, 0.102, 0.077, 0.105, 0.102, 0.099, 0.097, 0.078, -0.194, 0.503, -0.172, -0.205, -0.100, -0.265, 0.029, 0.051, 0.020, 0.031, 0.033, 0.009, 0.039, 0.034, 0.041]
}

=====

# 4
{
  "formula": "C7H8ClN2O4S",
  "method": "ωB97M-V with the def2-TZVPD basis set",
  "total_energy_ha": -1540.3883,
  "total_charge": -1,
  "multiplicity": 1,
  "smiles": "[H]/N=C1/C/C=C(/Cl)O[S@@](=O)([O-])=C(C(N)=O)C1",
  "e_homo_ha": -0.1711,
  "lumo_energy_ev": 3.1995,
  "orbital_gap_ev": 7.85,
  "symbols": ["C", "C", "C", "C", "C", "C", "C", "N", "N", "O", "O", "O", "O", "S", "Cl", "H", "H", "H", "H", "H", "H", "H", "H"],
  "xyz": [[0.87, -1.71, -0.68], [2.09, -1.11, -0.54], [-1.16, -0.55, -0.58], [0.49, 0.97, 1.78], [-0.15, -1.19, -1.64], [-0.93, 0.93, -0.28], [0.24, 1.42, 0.37], [-1.98, -1.38, -0.05], [1.81, 1.18, 2.26], [2.78, 2.37, -0.08], [-0.35, 0.50, 2.57], [2.40, 0.05, -1.05], [1.23, 1.97, -1.96], [1.66, 1.52, -0.62], [3.20, -1.76, 0.63], [0.52, -2.41, 0.07], [0.32, -0.43, -2.18], [-0.52, -2.08, -2.22], [-1.19, 1.51, -1.16], [-1.65, 1.06, 0.59], [-2.59, -1.02, 0.65], [2.64, 1.32, 1.59], [2.19, 0.82, 3.07]],
  "lowdin_charge": [-0.129, -0.819, -0.314, -0.513, -0.108, -0.201, -0.302, 0.134, 0.105, -0.359, -0.019, -0.231, -0.348, 0.748, 0.660, 0.106, 0.072, 0.124, 0.114, 0.133, 0.023, 0.076, 0.048]
}

=====

Q: Which of these has the highest multiplicity?
A: C10H18FO3P